(1)
33
Properties=species:S:1:pos:R:3 method="wB97M-V/def2-TZVPD" e_tot_ha=-2827.147834 total_charge=+1 homo_energy_ev=-12.4 orbital_gap_ev=8.391
C 4.26768 -0.41482 0.64369
C 3.38027 0.80046 1.20300
C 2.17992 0.25114 2.07013
F 2.41858 -1.02422 2.65057
C 0.78485 0.17316 1.32019
O -0.12043 1.12211 1.98328
C 0.15006 2.41448 1.62081
N 0.45142 3.38868 1.04536
C 0.69217 0.39711 -0.22889
N -0.79073 0.15760 -0.37836
C -1.20388 -0.67065 0.71790
N -2.43276 -1.00950 1.07680
P -3.77998 -0.38625 0.10115
S -5.50947 -0.91479 0.82260
N 0.01963 -1.09862 1.37474
H 5.14933 -0.58713 1.32982
H 3.68916 -1.37372 0.53403
H 4.66030 -0.10054 -0.36406
H 4.05971 1.35416 1.92447
H 3.08906 1.54410 0.41346
H 2.03836 0.97357 2.93482
H 1.14901 -0.40230 -0.89394
H 1.09747 1.33852 -0.68688
H -1.09209 -0.12341 -1.31920
H -2.58370 -1.60136 1.90336
H -3.65724 -0.73905 -1.27304
H -3.68397 1.03556 0.19242
H -0.08250 -1.48312 2.32217
C -2.86021 -0.69229 -4.68167
Cl -1.37894 -0.60684 -3.70400
Cl -4.27623 -0.97375 -3.66012
Cl -3.06072 0.78142 -5.62710
H -2.76412 -1.52974 -5.36752

---

(2)
7
Properties=species:S:1:pos:R:3 method="wB97M-V/def2-TZVPD" e_tot_ha=-435.386234 homo_energy_ev="-10.3 / -10.3" orbital_gap_ev="6.910 / 6.923"
N -0.34630 1.12109 -0.20713
N -0.27211 -0.36705 -0.60437
O -0.30172 -1.05912 0.47452
O -0.25125 -0.74560 -1.70306
O -0.48671 1.11153 0.97236
F 2.06591 0.34773 -0.21605
H -0.40782 -0.40859 1.28374

---

(3)
72
Properties=species:S:1:pos:R:3 method="wB97M-V/def2-TZVPD" e_tot_ha=-3668.310191 total_charge=+2 homo_energy_ev="-14.0 / -13.9" orbital_gap_ev="7.086 / 6.615" multiplicity=2
Ir 0.03984 -0.62550 -0.19007
S 3.00550 -2.13023 -1.71206
C 2.28813 -3.13623 -0.59447
S 2.17708 -1.58302 0.15460
C 2.05275 -4.41536 -0.32448
C 2.44081 -5.41561 -1.27779
N 2.78420 -6.17606 -2.06671
C 1.36241 -4.76017 0.88829
N 0.77413 -4.93111 1.85942
N -1.42450 0.22552 -2.82768
P 0.09106 -0.44595 -2.51882
C 0.74183 -0.77984 -4.15490
C 1.15028 0.28391 -4.96192
C 1.57810 0.02457 -6.25493
C 1.59644 -1.27833 -6.73741
C 1.18933 -2.33622 -5.93347
C 0.75738 -2.08979 -4.64081
C 1.05217 1.01650 -1.96478
C 0.39407 2.11321 -1.39071
C 1.10664 3.25054 -1.00942
C 2.47247 3.30552 -1.20033
C 3.14567 2.21695 -1.76192
C 2.45164 1.08380 -2.12749
C -2.41016 0.10246 -1.88243
C -3.73705 0.40944 -2.18012
C -4.69157 0.23470 -1.21103
C -4.30686 -0.21788 0.04929
C -2.98127 -0.43762 0.29581
N -2.01553 -0.28841 -0.65331
H -1.71133 0.39004 -3.78218
H 1.13826 1.29953 -4.58607
H 1.89752 0.84224 -6.88742
H 1.93371 -1.47098 -7.74757
H 1.20324 -3.34830 -6.31511
H 0.42937 -2.91076 -4.01262
H -0.68519 2.10821 -1.29661
H 0.57944 4.09978 -0.59340
H 3.02119 4.20020 -0.93622
H 4.21479 2.26730 -1.92214
H 2.99274 0.26646 -2.57668
H -3.99398 0.77044 -3.16686
H -5.73148 0.43776 -1.43034
H -5.03674 -0.38993 0.82717
H -2.63972 -0.76409 1.26683
C 0.68098 2.73206 4.17350
C 1.17480 2.77806 2.74393
N 0.79631 1.54255 2.05296
C 0.38095 0.40417 2.64285
N -0.07559 -0.58452 1.86899
C -0.47471 -1.86479 2.47665
C -0.96010 -1.66669 3.89665
C 0.11886 -0.94222 4.66688
N 0.48251 0.29625 3.97428
C 1.04373 1.39121 4.77446
H -0.40004 2.86051 4.19579
H 1.13346 3.53394 4.75513
H 2.25992 2.89638 2.71391
H 0.72748 3.61553 2.20891
H 0.65842 1.58386 1.05606
H 0.37000 -2.55970 2.47501
H -1.25656 -2.31881 1.86128
H -1.16210 -2.63453 4.35414
H -1.87878 -1.07735 3.90993
H 0.99970 -1.58254 4.76991
H -0.22252 -0.67336 5.66469
H 2.13106 1.28230 4.83478
H 0.64423 1.30027 5.78257
Cl -2.56635 2.11255 2.20795
C -3.72106 1.72930 3.51408
Cl -2.93024 1.38766 5.05102
H -4.28395 0.85297 3.21749
H -4.36721 2.58723 3.64505

---

(4)
14
Properties=species:S:1:pos:R:3 method="wB97M-V/def2-TZVPD" e_tot_ha=-398.972519 homo_energy_ev=-9.8 orbital_gap_ev=10.298 smiles="O=CCNC=O.O"
O 0.62725 -2.54301 1.13640
C 0.71420 -1.36210 0.94688
C -0.27178 -0.33051 1.40522
N -0.65749 0.52547 0.31434
C -0.60747 1.89561 0.47160
O -0.38773 2.46677 1.50596
H 1.57181 -0.95661 0.37419
H 0.15674 0.32077 2.17883
H -1.12089 -0.76833 1.92794
H -1.28828 0.20962 -0.40572
H -0.72032 2.42684 -0.48719
O 0.47906 -0.55693 -2.79798
H 0.09891 -0.53983 -3.68628
H 1.40599 -0.78777 -2.88418

---

(5)
9
Properties=species:S:1:pos:R:3 method="wB97M-V/def2-TZVPD" e_tot_ha=-1149.165481 homo_energy_ev=-10.0 orbital_gap_ev=10.045 smiles="O=C1C(Cl)=C[C@@H]1Cl"
O 0.60491 -2.07865 -0.63750
C 0.38401 -0.93062 -0.47683
C 1.18051 0.29342 0.11094
Cl 2.80500 0.54803 0.09064
C 0.01501 0.84460 0.59512
C -0.90854 -0.10548 -0.19871
Cl -2.47782 -0.76992 0.29425
H -0.33520 1.58732 1.18424
H -1.26787 0.61130 -0.96214

---

(6)
43
Properties=species:S:1:pos:R:3 method="wB97M-V/def2-TZVPD" e_tot_ha=-1393.935000 homo_energy_ev="-7.1 / -6.7" orbital_gap_ev="6.832 / 5.243" multiplicity=2
Tl -0.00704 0.73377 -0.20084
C -4.60966 1.64185 -2.15869
C -3.43736 1.11336 -1.41851
C -3.55247 -0.41399 -0.78705
O -2.57669 -0.88300 -0.21099
C -4.87176 -1.04679 -0.85835
C -5.85781 -0.53156 -1.63302
C -5.68618 0.81884 -2.28137
O -6.47577 1.30104 -3.21265
O -6.96246 -1.22896 -1.55772
O -2.38082 1.75313 -1.38433
H -4.49885 2.53577 -2.75454
H -5.08948 -1.93348 -0.28148
C 0.99105 0.23868 3.43467
C -0.11634 -0.88581 3.29586
O -0.34377 -1.29566 1.94394
O 0.73437 1.45716 2.70085
H 1.99070 -0.15507 3.25088
H 0.98933 0.50928 4.49054
H -1.00592 -0.59266 3.85337
H 0.23175 -1.70154 3.92951
H -0.82969 -2.12234 1.89835
H 1.38218 2.08825 3.02283
C 3.55998 1.45456 -1.48212
C 3.09892 2.80981 -0.78418
O 2.13554 2.69923 0.27265
O 2.47246 0.79626 -2.06256
H 4.08586 0.75952 -0.82756
H 4.26220 1.80107 -2.24037
H 2.64391 3.56745 -1.42218
H 3.95793 3.30275 -0.32895
H 1.99483 3.52466 0.74221
H 2.74278 0.28348 -2.82781
C 1.64351 -2.91147 -0.43329
C 2.82772 -1.90948 -0.09197
O 2.44868 -0.80124 0.68164
O 0.52903 -2.14466 -0.84117
H 1.34631 -3.50528 0.43110
H 1.94670 -3.70589 -1.11525
H 3.44557 -1.58473 -0.92916
H 3.50531 -2.54457 0.47870
H 3.20847 -0.63221 1.24357
H 0.12697 -2.65954 -1.54461

---

(7)
15
Properties=species:S:1:pos:R:3 method="wB97M-V/def2-TZVPD" e_tot_ha=-830.754657 total_charge=-1 homo_energy_ev=-4.2 orbital_gap_ev=7.714 smiles="CN(C)C(=S)N=[N+]([O-])[O-]"
C 0.69345 0.19882 -1.07747
N -0.07489 -0.67296 -0.27172
C -0.97911 -1.60678 -0.91424
C -0.20249 -0.38931 1.06196
S -0.85107 -1.36319 2.21467
N 0.74498 0.61669 1.48881
N 0.54189 1.86374 1.54612
O -0.58617 2.35733 1.17942
O 1.47672 2.58688 1.87797
H 1.68554 0.44990 -0.58148
H 0.74657 -0.12970 -2.13694
H 0.34023 1.24282 -1.31195
H -1.59830 -0.96983 -1.66707
H -0.26639 -2.30821 -1.40353
H -1.67095 -1.87621 -0.00454

---

(8)
80
Properties=species:S:1:pos:R:3 method="wB97M-V/def2-TZVPD" e_tot_ha=-2699.167939 total_charge=+3 homo_energy_ev=-16.9 orbital_gap_ev=5.409
Pt -0.82513 -0.87655 -0.54387
C -1.68474 0.17031 2.59251
P -0.38110 -0.73693 1.77747
C 1.12387 0.22537 1.79990
N 1.43064 0.77527 2.95720
C 2.62725 1.40216 3.01543
C 3.02949 2.01217 4.22546
C 4.24408 2.63282 4.27707
C 5.09829 2.67579 3.14214
C 4.73782 2.09676 1.95953
C 3.48829 1.44303 1.87245
N 3.12274 0.86847 0.70326
C 1.94593 0.27945 0.68765
P 1.46159 -0.53251 -0.84542
C 2.48723 -2.00465 -0.98516
C 1.70410 0.52352 -2.35751
C 1.01910 1.88160 -2.21238
C 1.13344 -0.22573 -3.55784
C 3.22819 0.69112 -2.51141
C -0.15487 -2.35935 2.61649
C 0.99270 -3.13450 1.99476
C -1.46512 -3.14291 2.47729
C 0.14301 -2.07249 4.10093
H -1.23323 0.37076 3.57208
H -2.59033 -0.42102 2.70601
H -1.89907 1.10885 2.08853
H 2.36769 1.97190 5.07838
H 4.57135 3.10185 5.19493
H 6.05203 3.17889 3.22623
H 5.37826 2.12358 1.08967
H 3.52757 -1.67295 -1.00817
H 2.27565 -2.55354 -1.90261
H 2.34052 -2.64789 -0.12732
H -0.06538 1.80072 -2.21165
H 1.29376 2.47540 -3.08470
H 1.34432 2.42354 -1.32442
H 0.08451 -0.47460 -3.41851
H 1.70012 -1.12438 -3.80186
H 1.18814 0.43655 -4.42257
H 3.69314 1.18915 -1.66355
H 3.35507 1.31851 -3.39549
H 3.73671 -0.24987 -2.70881
H 0.82465 -3.31694 0.93538
H 1.05810 -4.10227 2.49306
H 1.95109 -2.63139 2.13585
H -1.71991 -3.32395 1.43245
H -2.30835 -2.65321 2.96160
H -1.34147 -4.11464 2.95774
H 1.02546 -1.44931 4.24169
H 0.33075 -3.03681 4.57588
H -0.70190 -1.61782 4.61589
C -2.99122 -3.24558 -1.08842
P -1.24809 -3.00455 -1.47939
C -0.30982 -4.43994 -0.93136
C -1.10923 -2.91992 -3.27122
H -3.31029 -4.15276 -1.61050
H -3.58503 -2.40423 -1.44583
H -3.14787 -3.38272 -0.02043
H -0.65295 -5.32422 -1.47186
H -0.45250 -4.60995 0.13320
H 0.75059 -4.29563 -1.13875
H -1.60054 -3.81501 -3.66287
H -0.06756 -2.92620 -3.58007
H -1.62025 -2.04454 -3.66853
O -2.43802 0.09419 -1.56732
C -2.15835 1.19396 -0.97671
O -1.16054 1.13660 -0.12688
C -2.84765 2.43757 -1.22065
C -2.27743 3.64172 -0.78268
C -2.90453 4.83453 -1.07536
C -4.09979 4.78619 -1.77594
C -4.70260 3.61322 -2.19657
C -4.05795 2.42204 -1.92977
N -4.76582 6.07094 -2.10299
O -4.04699 7.03662 -2.18415
O -5.96022 6.02838 -2.26278
H -1.34771 3.63558 -0.23146
H -2.49718 5.79148 -0.78429
H -5.64778 3.65626 -2.71802
H -4.48870 1.48464 -2.25006

---

(9)
44
Properties=species:S:1:pos:R:3 method="wB97M-V/def2-TZVPD" e_tot_ha=-1048.913249 total_charge=+1 homo_energy_ev="-11.3 / -11.3" orbital_gap_ev="7.295 / 2.567" multiplicity=2
C 5.63847 0.14512 1.47851
C 4.77994 1.37312 1.47884
O 5.18760 2.43310 1.92206
C 3.26709 1.28159 0.97724
H 6.51569 0.37084 0.87218
H 5.13772 -0.66042 0.94142
H 5.85006 -0.03821 2.53194
H 2.98974 2.33214 1.06402
H 2.68234 0.62932 1.62586
H 3.11122 1.08584 -0.08365
C 1.15502 3.07504 -2.88592
C 0.25461 2.15954 -2.16230
O 0.65938 1.37400 -1.36598
C -1.18354 2.20374 -2.52507
H 2.06622 2.97902 -2.29550
H 0.90428 4.13564 -2.86693
H 1.34421 2.65969 -3.87577
H -1.67840 3.12274 -2.83913
H -1.69763 1.82913 -1.63993
H -1.47428 1.41830 -3.22267
F -2.39108 -1.69255 2.98224
C -1.17631 -2.03424 2.41761
C -0.61365 -1.08264 1.54530
C 0.63904 -1.27357 0.92395
C 1.25539 -2.50742 1.18991
C 0.67295 -3.52984 1.90792
C -0.52519 -3.25598 2.60214
H -1.18690 -0.17851 1.40267
H 1.02070 -0.47859 0.30045
H 2.19615 -2.66846 0.68452
H 1.13825 -4.48584 2.09755
H -0.98970 -3.89801 3.33592
F -5.23715 1.46537 0.32535
C -4.52458 0.42223 -0.16568
C -3.93216 0.61117 -1.39820
C -3.15654 -0.40094 -1.95576
C -2.97619 -1.59811 -1.27735
C -3.71248 -1.76827 -0.04979
C -4.39834 -0.74504 0.50274
H -4.08843 1.58009 -1.84895
H -2.67159 -0.41100 -2.92071
H -2.28553 -2.35739 -1.61333
H -3.59899 -2.70348 0.47832
H -4.96734 -0.91843 1.40417

---

(10)
128
Properties=species:S:1:pos:R:3 method="wB97M-V/def2-TZVPD" e_tot_ha=-6258.849433 homo_energy_ev=-8.7 orbital_gap_ev=7.668
H -3.19512 -3.42464 -1.04921
N -2.82936 -2.88761 -0.26214
C -1.81935 -2.20033 -0.64721
C -1.30705 -2.27684 -2.06489
C -1.02266 -0.94608 -2.81541
Br -1.65337 -1.23484 -4.68164
O -1.52988 0.17199 -2.21202
C -2.90235 0.58785 -2.28445
C -3.98697 -0.50426 -2.50178
C -4.96096 -0.23325 -3.65137
C -5.91212 -1.45164 -3.82850
C -5.57684 -2.24280 -5.09686
C -6.28274 -1.69866 -6.33232
B -3.03384 1.85251 -3.30259
O -2.07489 1.94323 -4.27277
C -4.16847 2.96343 -3.25243
C -4.46547 3.50690 -4.67149
P -3.10786 1.35327 -0.60971
O -2.74273 0.24140 0.47764
O -4.66969 1.62886 -0.39764
S -2.01020 2.91147 -0.32847
C 0.55672 -0.68891 -2.88427
O 0.70570 0.58076 -3.43241
C 1.17911 -0.69250 -1.48894
N 0.76623 0.46056 -0.72585
C 1.77861 0.93038 0.19534
O 1.03345 -1.70744 -3.72140
C 2.39305 -1.98080 -3.87159
F 2.38736 -2.82409 -4.99256
C 3.28082 -0.80090 -4.25586
C 3.18211 -0.30822 -5.71783
C 1.77617 -0.20624 -6.30672
C 4.12819 -1.08964 -6.65971
N 2.94213 -2.70753 -2.77327
C 2.77193 -4.15537 -2.71899
C 1.33450 -4.63461 -2.70814
H -1.31970 -1.58827 0.09815
H -2.04288 -2.83476 -2.63786
H -0.40465 -2.88244 -2.06894
H -4.60862 -0.62841 -1.61065
H -3.56166 -1.48171 -2.69248
H -5.58138 0.63278 -3.44110
H -4.40578 -0.12058 -4.57966
H -5.79486 -2.12626 -2.98257
H -6.93642 -1.09972 -3.91739
H -4.50110 -2.22266 -5.27992
H -5.83950 -3.29509 -4.99182
H -6.01449 -2.28311 -7.21118
H -7.36123 -1.79335 -6.21897
H -6.01882 -0.66500 -6.54553
H -1.61201 2.78346 -4.18664
H -3.81198 3.78756 -2.63684
H -5.10606 2.62396 -2.82130
H -4.53041 2.68303 -5.37878
H -3.68856 4.18818 -4.99744
H -5.42961 4.00751 -4.66524
H -3.35252 -0.51197 0.49015
H -5.22932 1.26122 -1.09048
H 1.35755 1.07311 -2.92850
H 2.25986 -0.62399 -1.59900
H 1.02527 -1.63924 -0.96209
H -0.13242 0.36052 -0.28130
H 2.27264 0.09530 0.70731
H 2.56454 1.45785 -0.34955
H 1.38346 1.63718 0.91634
H 4.31495 -1.10115 -4.10102
H 3.12260 0.05356 -3.60301
H 3.56301 0.71331 -5.68584
H 1.87729 -0.08618 -7.38685
H 1.18064 -1.09728 -6.15039
H 1.24082 0.66925 -5.95352
H 4.73458 -0.39389 -7.23442
H 4.78303 -1.74273 -6.09212
H 3.55059 -1.67364 -7.37013
H 3.89109 -2.42888 -2.59428
H 3.20619 -4.47185 -1.76944
H 3.34523 -4.67903 -3.48523
H 0.75488 -4.24344 -3.53831
H 1.34397 -5.71837 -2.82387
H 0.85602 -4.42938 -1.75470
O -3.68409 0.96285 6.03147
C -2.77616 0.16428 6.11204
C -2.62256 -0.93133 5.11056
C -3.52150 -1.01294 4.05452
C -3.37422 -2.00176 3.09560
C -2.32686 -2.91534 3.18489
C -1.43793 -2.84729 4.24525
C -1.58317 -1.85853 5.21208
C -0.61976 -1.81144 6.34926
O 0.25649 -2.64377 6.46089
C -0.75414 -0.69960 7.33554
C 0.15923 -0.60761 8.37954
C 0.06699 0.43377 9.28669
C -0.93758 1.38760 9.15593
C -1.85633 1.29496 8.12438
C -1.77141 0.25146 7.21210
H -4.32726 -0.29488 3.98876
H -4.06988 -2.07035 2.26825
H -2.21460 -3.67599 2.42404
H -0.62543 -3.55558 4.32922
H 0.93826 -1.35162 8.47052
H 0.78018 0.50642 10.09687
H -1.00246 2.20457 9.86200
H -2.64101 2.03063 8.01695
O 6.34892 1.10160 3.06788
C 5.80497 1.93732 3.75886
C 4.38915 1.77284 4.19432
C 3.69659 0.62943 3.81938
C 2.39283 0.44164 4.23780
C 1.77349 1.39600 5.03290
C 2.45259 2.54524 5.39939
C 3.76048 2.74018 4.97983
C 4.47017 3.99043 5.37286
O 3.90958 4.85335 6.01417
C 5.89395 4.14516 4.95682
C 6.58868 5.28515 5.33947
C 7.91795 5.43510 4.98487
C 8.56005 4.44660 4.24646
C 7.86965 3.31353 3.85349
C 6.53436 3.15941 4.20312
H 4.18450 -0.11231 3.20252
H 1.85637 -0.45189 3.94699
H 0.75725 1.24299 5.36707
H 1.97442 3.29510 6.01334
H 6.08193 6.04625 5.91596
H 8.45831 6.32269 5.28583
H 9.60125 4.56305 3.97677
H 8.35940 2.54183 3.27640

---

(11)
17
Properties=species:S:1:pos:R:3 method="wB97M-V/def2-TZVPD" e_tot_ha=-363.889408 homo_energy_ev="-8.7 / -8.7" orbital_gap_ev="7.392 / 7.389"
C -1.78102 0.63636 -0.57776
C -0.09854 1.34583 1.20846
C -0.53570 0.37719 0.17557
C 0.11254 -2.05060 0.16834
C 0.24018 -0.76254 -0.09973
H -2.38954 1.43034 -0.14638
H -2.39497 -0.26592 -0.64538
H -1.47359 0.91999 -1.59072
H -0.25733 2.37152 0.87289
H 0.94267 1.19572 1.48564
H -0.73226 1.19218 2.09329
H -0.60224 -2.44554 0.88052
H 0.76155 -2.78536 -0.29312
N 2.70956 -0.59556 -0.72884
C 1.59342 -0.05835 -0.99200
O 1.22783 0.95950 -1.60137
H 2.67745 -1.46477 -0.20940